Entry 1:
{"formula": "C54H48BrN5O2P2ReSi", "method": "ωB97M-V with the def2-TZVPD basis set", "homo_energy_ev": [-12.51, -12.61], "s_squared": 3.776, "total_charge": 2, "relative_energy_kcal_mol": 0.0, "multiplicity": 4, "symbols": ["Re", "C", "Si", "C", "C", "C", "C", "C", "C", "P", "C", "C", "C", "C", "C", "C", "C", "C", "C", "C", "C", "C", "C", "C", "C", "C", "C", "C", "P", "C", "C", "C", "C", "C", "C", "C", "C", "C", "C", "C", "C", "H", "H", "H", "H", "H", "H", "H", "H", "H", "H", "H", "H", "H", "H", "H", "H", "H", "H", "H", "H", "H", "H", "H", "H", "H", "H", "H", "H", "H", "H", "H", "Br", "C", "C", "C", "C", "C", "C", "N", "N", "C", "C", "C", "C", "O", "C", "N", "C", "C", "C", "C", "H", "H", "H", "H", "H", "H", "H", "H", "H", "N", "H", "H", "H", "C", "C", "N", "O", "H", "H", "H", "H", "H"], "positions_angstrom": [[0.376, 0.220, 0.088], [4.056, 0.655, 0.900], [2.895, -0.066, -0.358], [3.294, -1.880, -0.630], [4.608, -2.353, -0.733], [4.862, -3.639, -1.175], [3.813, -4.480, -1.544], [2.508, -4.042, -1.429], [2.263, -2.754, -0.945], [0.588, -2.153, -0.703], [-0.210, -3.351, 0.397], [-1.593, -3.325, 0.598], [-2.189, -4.226, 1.462], [-1.413, -5.150, 2.150], [-0.040, -5.170, 1.973], [0.563, -4.277, 1.096], [-0.170, -2.333, -2.345], [0.439, -1.604, -3.370], [-0.027, -1.705, -4.670], [-1.107, -2.532, -4.957], [-1.706, -3.267, -3.945], [-1.239, -3.175, -2.639], [3.238, 0.686, -2.062], [4.368, 0.383, -2.825], [4.526, 0.912, -4.097], [3.553, 1.741, -4.645], [2.433, 2.074, -3.901], [2.299, 1.556, -2.616], [1.033, 2.061, -1.451], [1.718, 3.527, -0.631], [1.531, 3.820, 0.717], [2.030, 5.006, 1.237], [2.717, 5.899, 0.429], [2.920, 5.601, -0.911], [2.426, 4.421, -1.439], [-0.386, 2.624, -2.418], [-0.835, 3.939, -2.350], [-1.883, 4.354, -3.162], [-2.484, 3.464, -4.039], [-2.040, 2.148, -4.108], [-0.994, 1.731, -3.302], [5.071, 0.597, 0.499], [3.819, 1.704, 1.078], [4.018, 0.119, 1.845], [5.442, -1.714, -0.472], [5.882, -3.992, -1.249], [4.019, -5.476, -1.911], [1.689, -4.696, -1.704], [-2.218, -2.605, 0.083], [-3.260, -4.206, 1.597], [-1.882, -5.858, 2.820], [0.569, -5.886, 2.508], [1.636, -4.301, 0.972], [1.300, -0.975, -3.162], [0.457, -1.146, -5.460], [-1.471, -2.615, -5.972], [-2.532, -3.927, -4.170], [-1.702, -3.776, -1.868], [5.123, -0.292, -2.444], [5.406, 0.663, -4.676], [3.674, 2.132, -5.645], [1.673, 2.723, -4.318], [1.012, 3.128, 1.361], [1.873, 5.235, 2.283], [3.095, 6.825, 0.841], [3.466, 6.285, -1.547], [2.603, 4.203, -2.484], [-0.377, 4.639, -1.664], [-2.225, 5.379, -3.110], [-3.293, 3.796, -4.675], [-2.502, 1.453, -4.796], [-0.636, 0.710, -3.380], [-5.640, -3.561, -0.296], [-5.533, -2.395, 1.185], [-5.483, -2.915, 2.468], [-5.381, -2.046, 3.545], [-5.284, -0.680, 3.333], [-5.401, -0.163, 2.046], [-5.528, -1.022, 0.969], [-5.205, 0.137, 4.526], [-4.427, 1.092, 4.628], [-3.423, 1.302, 3.608], [-3.376, 2.498, 2.951], [-2.455, 2.725, 1.907], [-1.576, 1.735, 1.554], [-0.668, 1.875, 0.583], [-1.560, 0.526, 2.288], [-0.590, -0.378, 1.942], [-0.354, -1.392, 2.747], [-1.133, -1.642, 3.889], [-2.194, -0.825, 4.169], [-2.433, 0.312, 3.361], [-5.548, -3.982, 2.629], [-5.374, -2.426, 4.558], [-5.432, 0.904, 1.880], [-5.652, -0.630, -0.032], [-4.092, 3.267, 3.215], [-2.432, 3.671, 1.385], [0.468, -2.045, 2.494], [-0.895, -2.492, 4.511], [-2.819, -1.014, 5.033], [-1.829, -0.101, -0.828], [-1.931, -0.777, -1.582], [-2.030, 0.820, -1.213], [-2.540, -0.302, -0.127], [3.224, 2.467, 3.939], [2.023, 1.575, 3.780], [1.431, 1.151, 4.915], [1.596, 1.255, 2.674], [3.405, 2.766, 4.969], [3.083, 3.352, 3.321], [4.103, 1.943, 3.564], [1.785, 1.404, 5.821], [0.627, 0.549, 4.861]], "forces_ev_per_a": [[-0.59, 0.05, -0.35], [0.05, 0.13, -0.06], [-0.04, 0.07, 0.11], [0.13, -0.06, 0.12], [-0.05, 0.00, 0.03], [-0.02, -0.04, -0.03], [0.03, 0.02, 0.01], [-0.01, 0.04, 0.00], [-0.02, -0.07, -0.04], [0.23, 0.02, -0.15], [-0.07, -0.05, -0.07], [0.03, 0.00, 0.03], [0.01, -0.01, 0.03], [-0.04, 0.00, 0.01], [0.03, 0.02, -0.01], [-0.02, 0.01, 0.05], [0.03, 0.04, -0.01], [0.03, -0.02, -0.03], [-0.05, -0.03, 0.01], [0.03, 0.02, -0.01], [-0.02, -0.01, 0.00], [-0.04, 0.01, 0.02], [0.08, 0.00, -0.06], [-0.05, -0.04, -0.01], [-0.03, 0.02, -0.03], [0.04, -0.03, 0.00], [-0.02, -0.05, -0.01], [-0.02, -0.02, -0.04], [-0.01, -0.22, 0.02], [0.04, 0.03, -0.07], [0.00, -0.02, 0.05], [0.01, 0.02, 0.01], [-0.01, -0.02, -0.01], [0.00, -0.01, 0.01], [0.03, 0.03, -0.01], [0.03, 0.09, -0.03], [-0.08, -0.02, 0.08], [-0.01, 0.02, 0.01], [0.02, -0.04, 0.01], [-0.03, 0.04, 0.00], [0.03, -0.02, -0.04], [0.04, 0.00, 0.02], [0.01, 0.02, 0.01], [-0.03, -0.03, 0.04], [0.02, 0.03, 0.02], [0.01, -0.01, 0.00], [0.00, -0.01, -0.01], [-0.01, 0.00, 0.01], [-0.02, 0.00, -0.03], [-0.04, 0.00, -0.02], [-0.01, 0.00, 0.01], [0.00, -0.01, 0.00], [0.00, -0.01, -0.02], [-0.01, 0.00, 0.02], [0.01, 0.01, -0.01], [0.00, 0.00, -0.01], [-0.01, 0.00, 0.00], [0.02, 0.00, -0.01], [0.02, -0.01, 0.03], [0.01, -0.01, -0.01], [0.00, 0.00, -0.02], [0.00, 0.02, 0.01], [0.00, 0.02, -0.02], [0.00, 0.01, 0.01], [0.01, 0.01, 0.01], [0.00, 0.02, 0.00], [-0.02, -0.01, 0.00], [0.03, 0.01, -0.02], [-0.01, 0.00, 0.00], [-0.02, 0.01, -0.01], [0.00, -0.01, -0.02], [0.03, 0.00, 0.00], [0.02, -0.04, -0.05], [0.02, 0.08, 0.03], [0.00, 0.05, 0.00], [0.07, -0.10, -0.01], [0.12, 0.10, 0.28], [-0.01, 0.07, 0.04], [0.00, -0.11, -0.02], [-0.30, 0.12, -0.22], [0.39, -0.25, -0.16], [-0.25, 0.00, 0.20], [-0.01, 0.03, -0.16], [-0.13, -0.03, 0.15], [0.05, -0.02, -0.01], [0.20, 0.06, 0.12], [0.04, 0.14, -0.01], [0.23, -0.05, 0.01], [-0.05, -0.10, 0.09], [0.06, 0.01, -0.08], [-0.06, 0.06, -0.02], [-0.04, -0.04, 0.12], [-0.01, -0.01, 0.00], [-0.01, 0.00, 0.02], [0.03, 0.06, 0.02], [0.00, 0.00, -0.01], [-0.01, 0.01, 0.00], [0.01, 0.01, -0.01], [-0.01, -0.01, 0.00], [0.01, -0.01, 0.00], [-0.02, 0.00, 0.00], [0.06, -0.04, -0.05], [-0.02, 0.01, -0.02], [-0.07, -0.01, -0.01], [0.01, 0.03, 0.02], [0.04, 0.00, 0.03], [-0.06, 0.06, 0.04], [0.06, -0.01, 0.03], [-0.04, -0.04, 0.05], [-0.01, 0.01, 0.00], [0.02, -0.01, 0.00], [-0.01, 0.00, 0.01], [-0.01, 0.01, 0.00], [-0.01, 0.00, -0.01]], "lowdin_spin": [2.45, 0.02, 0.07, 0.00, 0.00, 0.00, 0.00, 0.00, 0.01, 0.04, 0.00, 0.00, 0.00, 0.00, 0.00, 0.00, 0.01, 0.01, 0.00, 0.00, 0.00, 0.00, 0.00, 0.00, 0.00, 0.00, 0.00, 0.01, 0.03, 0.00, 0.00, 0.00, 0.00, 0.00, 0.00, 0.01, 0.00, 0.00, 0.00, 0.00, 0.00, 0.00, 0.00, 0.00, 0.00, 0.00, 0.00, 0.00, 0.00, 0.00, 0.00, 0.00, 0.00, 0.00, 0.00, 0.00, 0.00, 0.00, 0.00, 0.00, 0.00, 0.00, 0.00, 0.00, 0.00, 0.00, 0.00, 0.00, 0.00, 0.00, 0.00, 0.00, 0.00, 0.00, 0.00, 0.00, 0.00, 0.00, 0.00, 0.00, 0.00, 0.02, -0.01, 0.02, 0.00, 0.08, 0.01, 0.02, 0.03, 0.00, 0.02, 0.00, 0.00, 0.00, 0.00, 0.00, 0.00, 0.00, 0.00, 0.00, 0.00, 0.08, 0.00, 0.00, 0.00, 0.00, 0.00, 0.00, 0.04, 0.00, 0.00, 0.00, 0.00, 0.00]}

Entry 2:
{"formula": "C4H6N2O", "method": "ωB97M-V with the def2-TZVPD basis set", "homo_energy_ev": -9.50, "smiles": "C=CN=C.N=C=O", "relative_energy_kcal_mol": 64.3, "multiplicity": 1, "symbols": ["C", "C", "C", "C", "N", "N", "O", "H", "H", "H", "H", "H", "H"], "positions_angstrom": [[1.966, -0.352, -0.110], [-0.430, 1.915, 0.429], [-1.272, -1.301, -0.311], [-1.119, 0.004, -0.508], [-1.150, 0.938, 0.600], [1.559, -0.897, 0.876], [2.261, 0.317, -1.003], [-0.143, 2.758, 1.061], [0.050, 1.964, -0.565], [-1.204, -2.054, -1.068], [-1.476, -1.783, 0.641], [-0.710, 0.191, -1.440], [1.669, -1.699, 1.397]], "forces_ev_per_a": [[-0.32, -0.83, 1.60], [2.49, 2.39, -2.39], [-0.67, -0.27, 0.98], [-0.56, -1.69, 2.74], [-1.68, -2.79, 0.18], [-0.04, 1.79, -1.07], [0.32, 0.58, -1.16], [-0.76, -0.50, 0.63], [0.30, 0.53, 0.23], [0.30, 0.16, -0.82], [-0.23, 0.59, 0.24], [0.49, 1.66, -1.94], [0.38, -1.63, 0.79]], "mulliken_charge": [0.61, -0.24, -0.70, -0.21, -0.37, -0.38, -0.43, 0.26, 0.22, 0.27, 0.30, 0.42, 0.24]}

Entry 3:
{"formula": "C18H48Br6O6", "method": "ωB97M-V with the def2-TZVPD basis set", "homo_energy_ev": [-12.00, -12.00], "s_squared": 0.757, "total_charge": 1, "multiplicity": 2, "symbols": ["Br", "C", "C", "Br", "H", "H", "H", "H", "Br", "C", "C", "Br", "H", "H", "H", "H", "Br", "C", "C", "Br", "H", "H", "H", "H", "C", "C", "O", "H", "H", "H", "H", "H", "H", "C", "C", "O", "H", "H", "H", "H", "H", "H", "C", "C", "O", "H", "H", "H", "H", "H", "H", "C", "C", "O", "H", "H", "H", "H", "H", "H", "C", "C", "O", "H", "H", "H", "H", "H", "H", "C", "C", "O", "H", "H", "H", "H", "H", "H"], "positions_angstrom": [[-0.202, -5.390, 2.903], [1.540, -5.822, 1.994], [1.540, -5.202, 0.591], [1.517, -3.254, 0.857], [1.630, -6.906, 1.914], [2.418, -5.596, 2.600], [0.630, -5.389, 0.021], [2.434, -5.503, 0.046], [-4.310, -2.102, -2.247], [-2.557, -2.258, -3.122], [-2.540, -1.557, -4.490], [-0.764, -1.644, -5.419], [-2.338, -3.321, -3.219], [-1.782, -1.868, -2.461], [-2.801, -0.510, -4.340], [-3.246, -1.871, -5.259], [2.863, -1.946, -6.621], [2.663, -0.010, -6.138], [2.675, 0.161, -4.607], [2.844, 2.120, -4.163], [1.710, 0.297, -6.570], [3.446, 0.533, -6.670], [3.497, -0.412, -4.176], [1.797, -0.156, -4.044], [-1.400, -1.669, 3.063], [-1.023, -0.571, 4.104], [0.227, 0.102, 3.877], [-0.551, -2.325, 2.872], [-1.667, -1.090, 2.180], [-2.263, -2.222, 3.435], [-0.905, -1.040, 5.080], [-1.864, 0.095, 4.301], [0.856, -0.501, 4.279], [-0.050, 3.744, 4.798], [-1.061, 3.152, 3.771], [-0.407, 2.471, 2.749], [0.639, 4.435, 4.313], [0.593, 3.004, 5.275], [-0.633, 4.133, 5.633], [-1.551, 4.018, 3.326], [-1.772, 2.433, 4.178], [0.031, 1.698, 3.113], [-4.440, 0.555, 0.617], [-3.559, 1.129, 1.754], [-2.274, 1.351, 1.201], [-5.494, 0.462, 0.881], [-4.125, -0.434, 0.284], [-4.480, 1.266, -0.208], [-3.488, 0.537, 2.666], [-3.929, 2.073, 2.152], [-1.752, 1.973, 1.713], [-0.541, 4.427, -0.738], [-1.999, 4.075, -0.846], [-2.118, 2.969, -1.786], [0.051, 3.903, -1.488], [-0.296, 4.176, 0.294], [-0.319, 5.487, -0.860], [-2.649, 4.891, -1.164], [-2.343, 3.731, 0.129], [-1.625, 2.250, -1.383], [0.926, 0.800, -0.110], [0.012, -0.267, -0.745], [-1.150, 0.392, -1.070], [1.964, 0.467, -0.131], [0.648, 1.131, 0.890], [0.931, 1.786, -0.576], [-0.243, -1.008, 0.013], [0.481, -0.685, -1.635], [-1.722, 0.520, -0.310], [4.905, -1.635, -0.107], [4.430, -0.823, -1.249], [5.442, -0.729, -2.171], [5.471, -0.993, 0.568], [5.422, -2.554, -0.383], [4.031, -1.936, 0.470], [4.153, 0.188, -0.954], [3.548, -1.336, -1.634], [6.268, -0.401, -1.809]], "forces_ev_per_a": [[1.28, -0.47, -0.30], [-0.59, -0.54, -0.55], [-0.13, 0.23, 1.14], [0.28, 0.01, -0.44], [-0.66, -0.11, -0.13], [-0.41, 0.84, 0.10], [0.23, -0.27, 0.18], [-0.06, 0.29, -0.01], [0.58, 0.07, -0.34], [0.46, -0.55, -0.90], [-0.09, 0.70, 0.07], [-0.82, -0.02, 0.84], [-0.30, 0.03, -0.05], [-0.33, 0.32, -0.03], [0.50, 0.12, -0.02], [0.07, -0.68, 0.44], [-0.12, 0.97, 0.38], [-0.67, -0.34, 0.34], [0.46, 0.12, -0.29], [0.02, -1.08, -0.17], [0.05, -0.11, 0.10], [0.13, -0.22, 0.41], [0.37, 0.60, 0.02], [-0.26, 0.05, -0.70], [0.47, 1.79, 0.60], [-0.24, -1.67, 0.92], [-0.69, -0.23, -0.32], [-0.18, -0.05, -0.03], [-0.09, -0.48, -0.42], [0.07, -0.06, -0.12], [-0.10, -0.30, 0.13], [0.28, 0.59, -0.59], [0.48, 0.30, -0.16], [-0.71, -1.02, 0.06], [1.07, 0.70, 1.17], [0.38, 0.43, -1.79], [-0.43, 0.36, 0.11], [-0.11, -0.47, -0.26], [0.19, 0.68, -0.14], [-0.40, -0.20, -0.08], [-0.33, 0.48, 0.67], [0.28, -0.57, 0.34], [-0.22, 0.44, 0.89], [-0.77, 0.18, -0.29], [-0.11, -0.58, -1.19], [0.06, -0.10, 0.48], [0.25, 0.15, -0.05], [0.44, -0.08, -0.19], [-0.01, -0.72, -0.26], [-0.39, 0.28, -0.40], [0.79, 0.09, 0.70], [1.06, 0.41, 0.66], [-1.39, -0.40, -0.88], [-0.48, 1.83, 0.56], [0.12, -0.10, 0.27], [0.79, -0.23, -0.25], [-0.41, 0.05, -0.18], [0.13, -0.27, -0.41], [-0.16, -0.28, -0.02], [0.37, -1.37, 0.25], [0.87, 0.79, 0.57], [0.70, 0.52, 0.97], [-0.93, 0.75, -2.19], [-0.01, -0.19, 0.19], [-0.16, -0.87, 0.31], [-0.17, -0.32, -1.02], [0.40, -0.37, -0.06], [-0.23, -0.03, 0.01], [-0.49, 0.12, 1.42], [-0.74, -0.04, 1.88], [-0.07, 0.01, 0.68], [0.65, -0.03, -2.56], [0.54, -0.35, 0.02], [0.16, 0.28, -0.18], [0.01, -0.14, 0.25], [-0.44, 0.10, 0.35], [0.09, 0.17, -0.83], [-0.18, 0.03, 0.34]], "lowdin_spin": [0.00, 0.00, 0.00, 0.00, 0.00, 0.00, 0.00, 0.00, 0.00, 0.00, 0.00, 0.00, 0.00, 0.00, 0.00, 0.00, 0.00, 0.00, 0.00, 0.00, 0.00, 0.00, 0.00, 0.00, 0.00, 0.00, 0.00, 0.00, 0.00, 0.00, 0.00, 0.00, 0.00, 0.00, 0.00, 0.00, 0.00, 0.00, 0.00, 0.00, 0.00, 0.00, 0.00, 0.00, 0.00, 0.00, 0.00, 0.00, 0.00, 0.00, 0.00, 0.05, 0.05, 0.47, 0.00, 0.00, 0.01, 0.00, 0.02, 0.00, 0.05, 0.05, 0.27, 0.01, 0.00, 0.00, 0.01, 0.00, 0.00, 0.00, 0.00, 0.00, 0.00, 0.00, 0.00, 0.00, 0.00, 0.00]}

Entry 4:
{"formula": "C4H8NO2", "method": "ωB97M-V with the def2-TZVPD basis set", "homo_energy_ev": -14.73, "total_charge": 1, "smiles": "C[C@H]([NH3+])[C@@H]1OC1=O", "relative_energy_kcal_mol": 66.4, "multiplicity": 1, "symbols": ["C", "C", "C", "C", "N", "O", "O", "H", "H", "H", "H", "H", "H", "H", "H"], "positions_angstrom": [[0.507, -1.114, -0.273], [0.378, -1.446, -1.795], [-0.655, 0.167, 1.568], [0.352, 0.175, 0.468], [-0.135, 1.264, -0.455], [1.584, -1.243, -1.365], [-0.236, -1.690, -2.771], [0.594, -1.885, 0.373], [-1.743, 0.129, 1.277], [-0.697, -0.734, 2.248], [-0.393, 1.138, 1.956], [1.271, 0.600, 0.860], [0.472, 1.204, -1.262], [-0.087, 2.211, -0.092], [-1.214, 1.225, -0.738]], "forces_ev_per_a": [[-0.06, 1.41, -3.47], [-0.87, 0.26, 1.21], [-1.70, -1.33, 0.81], [-0.81, -0.05, -0.93], [-2.56, 0.23, -1.38], [0.48, 0.55, 0.44], [0.28, 0.22, 0.59], [0.17, -2.62, 1.88], [1.06, 0.48, -0.50], [1.09, 1.33, -0.28], [-0.81, 0.03, 1.64], [0.52, -0.49, -0.09], [-0.15, 0.42, -0.83], [0.55, 0.21, 0.45], [2.82, -0.63, 0.45]], "mulliken_charge": [-0.58, 0.51, -1.30, 0.36, -0.43, -0.31, -0.42, 0.57, 0.39, 0.33, 0.43, 0.31, 0.34, 0.38, 0.41]}

Entry 5:
{"formula": "C3H3O2Yb", "method": "ωB97M-V with the def2-TZVPD basis set", "homo_energy_ev": [-6.91, -7.29], "s_squared": 0.756, "relative_energy_kcal_mol": 47.3, "multiplicity": 2, "symbols": ["C", "C", "H", "H", "H", "O", "C", "O", "Yb"], "positions_angstrom": [[-0.497, -1.270, 0.235], [0.718, -0.406, 0.369], [0.860, 0.014, 1.385], [-0.478, -2.103, 0.954], [1.670, -0.893, 0.085], [-1.094, 2.139, -0.796], [-0.193, 1.848, 0.013], [0.527, 0.715, -0.544], [-1.511, -0.044, -1.700]], "forces_ev_per_a": [[-0.13, -0.18, -0.39], [-0.11, 0.34, 0.19], [-0.11, -0.14, -0.30], [-0.12, 0.16, -0.25], [-0.30, 0.10, 0.01], [-0.34, -0.35, -0.50], [-0.16, 0.20, 0.36], [0.04, -0.59, -0.77], [1.23, 0.44, 1.64]], "lowdin_spin": [0.69, 0.14, 0.02, 0.05, 0.03, 0.00, 0.00, 0.00, 0.06]}